Entry 1:
C42H122N15O17P5S4 | ωB97M-V/def2-TZVPD

The geometry in XYZ format:
```
205
Properties=species:S:1:pos:R:3:forces:R:3:mulliken_charge:R:1
O -4.9950 -2.1108 -5.3887 0.559 -0.294 0.502 -0.869
P -3.9055 -3.0605 -5.0107 -0.569 -0.211 0.833 0.358
N -2.9097 -3.1657 -6.3633 -0.325 1.607 0.168 0.171
C -1.9617 -4.2473 -6.5849 -0.684 0.839 1.207 -0.968
C -2.7460 -1.8978 -7.2193 1.554 -2.168 0.908 -0.998
N -4.4487 -4.5726 -4.5026 -0.195 0.898 -1.378 0.348
C -5.8000 -4.9449 -5.0154 0.842 0.400 -0.067 -1.093
C -3.8790 -5.3036 -3.3592 -2.183 -0.271 -0.415 -1.254
N -3.0257 -2.6633 -3.5691 1.545 1.705 -1.958 0.500
C -3.7728 -2.6314 -2.3311 -1.052 0.563 0.502 -0.426
C -2.2094 -1.3950 -3.7841 -2.250 0.072 0.153 -1.825
H -2.3501 -5.0797 -6.0101 0.237 -0.415 -0.033 0.274
H -0.9595 -3.9945 -6.2520 0.335 0.012 0.113 0.260
H -1.9387 -4.4849 -7.6156 0.045 -0.409 -1.144 0.373
H -3.2294 -1.0492 -6.7861 -0.548 0.230 0.287 0.278
H -3.1003 -2.0966 -8.2278 -0.076 0.063 -0.030 0.309
H -1.6457 -1.6962 -7.2416 -0.715 -0.014 -0.202 0.362
H -6.2213 -4.0777 -5.5260 -0.056 0.068 0.332 0.353
H -5.8325 -5.7343 -5.7692 0.499 -0.335 0.196 0.281
H -6.4285 -5.2321 -4.1853 -0.271 -0.039 0.302 0.337
H -2.9056 -4.9118 -3.1325 0.243 -0.092 0.248 0.329
H -4.6095 -5.1904 -2.5116 1.044 -0.288 -0.443 0.319
H -3.8530 -6.3562 -3.6402 0.291 -0.151 0.179 0.481
H -4.8586 -2.4316 -2.5112 0.640 -0.104 0.253 0.224
H -3.6553 -3.5167 -1.7233 -0.100 -0.411 -0.174 -0.306
H -3.3809 -1.8595 -1.6708 -0.022 0.429 -0.205 0.281
H -1.5405 -1.5052 -4.5956 0.651 -0.362 -1.035 0.505
H -1.6164 -1.1140 -2.9344 0.175 -0.266 0.746 0.758
H -2.8621 -0.4934 -4.0131 0.431 -1.103 0.144 0.354
O 8.3943 -2.1959 5.7114 1.238 -0.741 0.926 -0.889
P 7.5721 -1.6419 4.6519 -1.977 0.855 -0.670 0.056
N 8.2710 -0.2727 3.9315 -1.447 -1.429 -1.087 0.383
C 8.4576 -0.1339 2.4328 -0.651 -0.582 1.683 -0.750
C 9.2027 0.3629 4.8540 0.463 -0.427 -1.200 -1.064
N 6.0738 -1.2024 5.2989 0.082 0.124 0.833 0.443
C 5.4572 -2.0433 6.3710 0.949 -0.103 -0.673 -1.070
C 5.2729 -0.0280 4.9861 1.081 0.293 0.212 -0.605
N 7.2434 -2.7878 3.4755 1.012 -0.996 0.371 0.360
C 6.2455 -2.7252 2.4460 0.331 0.149 -0.581 -0.169
C 8.3828 -3.6499 3.1076 0.468 0.179 0.250 -1.083
H 7.5148 -0.2373 1.8820 0.128 -0.280 0.379 0.017
H 9.2123 -0.7764 1.9748 0.012 -0.124 0.231 0.254
H 8.7203 0.8777 2.2961 0.621 1.249 -0.311 0.488
H 8.6824 0.6219 5.7568 -0.026 -0.041 0.594 0.299
H 9.5062 1.2815 4.3700 0.496 0.278 0.079 0.385
H 10.0326 -0.3491 5.0247 -0.094 0.835 0.331 0.291
H 4.7174 -2.6825 5.8866 -0.138 -0.261 0.307 0.269
H 6.2221 -2.6374 6.8947 -0.215 0.051 -0.536 0.309
H 4.9728 -1.4631 7.1597 -0.007 0.418 -0.365 0.373
H 5.0538 0.6171 5.8710 0.209 -0.643 -0.468 0.212
H 5.8656 0.5653 4.2865 -0.277 0.149 -0.147 0.407
H 4.3409 -0.3369 4.5488 -0.599 0.075 -0.301 -0.009
H 6.1983 -3.7101 1.9296 -0.101 0.537 0.440 0.253
H 5.2782 -2.4906 2.8814 -0.197 0.197 -0.131 -0.048
H 6.5764 -1.9898 1.6875 -0.690 -0.293 -0.005 -0.074
H 9.1094 -3.6724 3.9253 -0.277 0.004 -0.008 0.351
H 8.9154 -3.2372 2.2457 -0.081 -0.161 -0.254 0.330
H 8.1057 -4.7024 2.8944 -0.253 0.640 0.082 0.318
O -0.4485 3.9934 -1.4969 0.368 -0.454 0.374 -0.512
P -0.1353 3.6587 -2.9063 -0.420 0.826 -0.523 -0.058
N 1.3467 2.9991 -3.4025 -0.573 -0.348 0.455 0.322
C 1.5075 1.5401 -3.1003 0.272 0.832 -0.236 0.316
C 2.6308 3.7310 -3.3744 0.389 -1.419 0.042 -1.148
N -0.1614 5.1450 -3.7138 -0.425 0.502 0.694 0.299
C -0.8871 6.3266 -3.0838 0.328 -0.828 -1.736 -0.749
C -0.0386 5.2763 -5.1593 0.404 -0.259 -0.711 -1.098
N -1.2492 2.5668 -3.4975 0.627 0.070 -0.311 1.083
C -2.5455 2.2340 -2.8662 0.949 0.027 -0.298 0.582
C -1.1072 2.1447 -4.9130 1.135 1.060 0.775 -1.235
H 2.3341 1.1461 -3.6928 0.188 0.150 0.077 0.466
H 0.6335 0.9515 -3.3774 -0.043 0.320 0.241 -0.330
H 1.7029 1.4242 -2.0291 0.033 -0.252 -0.300 -0.393
H 3.2836 3.4051 -2.5121 -0.745 0.429 -0.602 0.152
H 2.5218 4.7917 -3.3980 -0.442 0.736 0.360 0.433
H 3.2099 3.5047 -4.2855 -0.218 -0.223 0.209 0.342
H -0.3082 7.1824 -3.3606 0.514 0.705 -0.049 0.398
H -1.8770 6.5263 -3.5208 0.040 -0.529 0.023 0.427
H -0.9808 6.3154 -2.0246 0.134 -0.637 0.678 -0.180
H -0.8929 4.8441 -5.7195 0.446 -0.081 0.251 0.234
H -0.0649 6.3283 -5.4252 0.123 0.270 0.121 0.483
H 0.9395 4.8934 -5.5842 -1.115 0.091 0.662 0.249
H -2.5052 2.2889 -1.7859 0.362 -0.156 0.168 -0.471
H -3.3687 2.8835 -3.1359 -0.034 0.359 -0.519 0.508
H -2.7831 1.2241 -3.1926 -0.126 0.019 0.284 -0.771
H -0.1516 2.5492 -5.3285 -0.787 -0.206 0.390 0.465
H -1.9150 2.6299 -5.4389 -0.401 -0.553 -0.694 0.411
H -0.9990 1.0660 -5.0039 -0.664 -0.159 -0.112 0.068
O -6.9658 3.1681 1.2243 -0.340 0.018 0.580 -0.949
P -5.9624 2.8958 0.1925 0.991 0.273 -0.721 0.082
N -6.2199 1.5185 -0.6625 -1.082 -0.669 -0.509 0.700
C -5.1710 0.9268 -1.4835 -0.110 0.529 0.307 -0.575
C -7.6039 1.0745 -0.9852 0.113 0.276 -0.757 -1.098
N -4.3909 2.4317 0.8083 -0.093 1.085 -0.786 0.955
C -3.7457 3.5867 1.4304 -0.629 0.517 0.716 -0.913
C -4.3907 1.2257 1.6665 -0.855 0.557 -0.449 -1.486
N -5.9121 4.2988 -0.8347 0.006 -0.742 1.446 0.422
C -5.5619 4.3535 -2.2732 -0.426 0.113 1.029 -0.840
C -6.3415 5.6153 -0.2262 0.596 -0.656 -1.244 -1.105
H -5.1003 1.4103 -2.4633 0.231 -0.096 0.049 0.405
H -5.4383 -0.0907 -1.6585 0.022 -0.865 -0.091 0.312
H -4.2412 0.9933 -0.9141 -0.001 -0.094 -0.565 -0.329
H -8.2116 0.7199 -0.1521 0.506 0.037 0.304 0.284
H -7.6049 0.2856 -1.7672 0.363 0.396 0.590 0.360
H -8.1556 1.8972 -1.4279 -0.224 0.253 -0.093 0.364
H -2.7262 3.8806 1.1777 0.056 -0.536 -0.661 -0.068
H -4.3713 4.4487 1.1891 0.281 0.294 0.377 0.264
H -3.7172 3.4539 2.5160 -0.281 0.213 0.083 0.391
H -4.4321 0.3136 1.0779 -0.101 0.031 -0.149 0.124
H -3.4580 1.1968 2.2104 0.095 0.034 0.342 0.605
H -5.2824 1.2763 2.3159 0.510 -0.272 0.169 0.397
H -5.4428 3.3474 -2.7160 -0.045 0.590 0.430 0.161
H -6.4299 4.8379 -2.7691 0.736 -0.074 -0.072 0.427
H -4.6247 4.9383 -2.3743 -0.497 -0.224 -0.399 0.184
H -7.1807 6.0240 -0.7927 -0.259 -0.232 0.070 0.342
H -5.5640 6.3799 -0.3253 0.328 -0.214 0.011 0.331
H -6.6038 5.5355 0.8188 -0.113 -0.392 0.064 0.315
O -3.2843 -5.1206 -0.2165 -0.461 -0.924 -0.828 -0.879
P -3.0970 -4.7422 1.1810 0.670 1.470 2.341 0.207
N -3.1895 -6.0098 2.3209 0.498 -0.679 -0.752 0.109
C -2.4527 -7.2100 1.7474 -0.587 1.510 0.172 -0.995
C -3.0431 -5.8702 3.7966 0.230 -0.248 -0.697 -0.960
N -4.2111 -3.6670 1.8722 0.638 -1.085 -0.164 0.596
C -5.5870 -4.1034 2.1457 -0.075 -0.922 -0.440 -1.145
C -4.2097 -2.3085 1.3631 0.207 -0.354 -0.142 -1.108
N -1.5935 -3.9346 1.2330 0.034 -0.076 -0.560 0.830
C -0.6556 -3.9228 0.0656 -0.427 -1.109 1.003 -0.847
C -0.9773 -3.2904 2.4117 -1.116 -0.569 -0.116 -1.055
H -1.4027 -7.0841 2.0237 0.107 -0.463 -0.176 0.312
H -2.5996 -7.1597 0.6676 0.343 0.010 0.049 0.233
H -2.8488 -8.1750 2.0357 -0.166 -0.011 0.631 0.359
H -3.2633 -4.8788 4.1783 -0.039 0.256 -0.385 0.332
H -2.0266 -6.1405 4.1056 0.063 0.146 -0.081 0.309
H -3.7045 -6.5481 4.3374 -0.177 -0.178 -0.290 0.309
H -5.6758 -5.1427 2.4741 0.603 0.086 0.101 0.389
H -6.0314 -3.5081 2.9378 -0.053 0.367 -0.098 0.344
H -6.2159 -4.0998 1.2323 0.204 0.505 0.299 0.311
H -4.4184 -1.6937 2.2152 -0.715 0.782 0.227 0.557
H -3.2287 -1.9746 1.0339 0.046 -0.307 -0.276 0.018
H -4.9512 -2.2528 0.5524 0.126 0.572 0.173 0.318
H -0.9786 -4.5012 -0.8001 -0.549 0.350 0.193 0.156
H -0.3405 -2.9355 -0.1973 -0.328 0.967 -0.319 0.081
H 0.2681 -4.4020 0.3664 0.406 -0.349 0.349 0.388
H -0.1659 -3.9563 2.8141 -0.443 0.864 -0.249 0.360
H -1.7889 -3.1864 3.1816 0.886 0.057 -0.491 0.284
H -0.6403 -2.2755 2.0902 0.063 -0.819 0.586 0.148
O 3.1201 6.3507 2.1137 -1.378 -0.797 -1.499 -0.708
S 1.9110 5.9322 1.4061 2.098 0.748 0.742 1.134
O 1.1788 4.8434 1.9724 -0.565 -0.422 0.085 -0.422
O 1.0293 7.2281 1.2867 0.843 0.675 -0.407 -0.368
C -0.2596 7.2976 1.8682 -0.966 -1.444 0.981 -0.594
C -1.2173 6.5786 0.9027 -0.663 0.719 1.598 0.023
C 2.1975 5.5899 -0.3355 0.897 1.241 0.353 -0.638
H -0.5311 8.3263 2.0703 0.286 0.381 -0.606 0.417
H -0.1944 6.8727 2.9143 -0.350 -0.078 -1.232 0.245
H -1.0052 5.5263 0.8470 0.278 -0.358 -0.259 -0.404
H -1.2441 7.0458 -0.0679 0.328 0.151 -0.319 0.180
H -2.2266 6.6750 1.3000 -0.213 -0.059 0.057 0.468
H 2.7770 4.6725 -0.3987 -0.462 -0.294 -0.001 0.162
H 2.8875 6.3761 -0.6802 -0.304 -0.065 0.144 0.545
H 1.2720 5.6511 -0.9184 0.131 -0.537 0.390 -0.060
O 0.6404 2.1759 6.1192 1.049 -0.241 0.381 -0.643
S 2.0049 1.8462 5.7711 -0.741 -0.313 -1.411 1.153
O 3.1512 2.0013 6.6211 -0.916 0.088 -0.006 -0.633
O 2.0578 0.3058 5.2962 -1.844 0.208 -0.215 -0.292
C 0.7794 -0.4461 4.8162 1.277 0.323 1.986 -0.109
C 1.3447 -1.8372 4.7790 -0.142 -0.030 -1.061 -0.973
C 2.3620 2.6449 4.2059 -0.157 -0.373 0.075 -0.145
H 0.3277 0.0073 3.9361 0.546 -0.096 -0.236 -0.052
H 0.0288 -0.4861 5.6057 0.154 0.872 0.194 0.636
H 1.9020 -2.0147 5.7000 -0.365 -0.119 0.030 0.414
H 2.0735 -1.8747 3.9678 -0.120 -0.512 -0.137 0.103
H 0.5094 -2.5465 4.6369 0.645 0.084 0.022 0.354
H 2.1461 3.7180 4.2368 0.446 -0.210 0.289 0.573
H 1.6849 2.2436 3.4310 0.369 -0.087 0.453 -0.616
H 3.4139 2.3670 4.0408 -0.373 0.462 -0.334 0.221
O 8.0199 -3.6653 -2.7237 -0.319 -0.068 0.224 -0.636
S 7.1965 -3.1886 -1.6632 -1.091 1.378 0.760 1.042
O 7.7656 -2.5308 -0.4946 -0.367 -1.071 -1.135 -0.486
O 6.1460 -2.0944 -2.3282 0.642 -0.325 1.110 -0.395
C 5.6393 -1.0826 -1.3651 0.040 0.530 -0.767 0.267
C 4.4759 -0.3548 -2.0806 0.833 -1.137 -0.541 -1.247
C 5.9636 -4.4400 -1.1281 0.690 0.743 -0.109 -0.620
H 6.3847 -0.2760 -1.2611 0.189 -0.777 0.320 0.191
H 5.4849 -1.6006 -0.3985 -0.362 0.631 -0.507 -0.026
H 3.6277 -0.9947 -2.2820 -0.306 -0.182 0.153 0.410
H 4.8912 -0.0831 -3.0642 -0.193 0.065 0.273 0.442
H 4.1529 0.5538 -1.5992 0.032 0.192 0.444 0.237
H 5.4093 -3.9370 -0.3261 0.060 -0.247 -0.210 0.105
H 6.4773 -5.3314 -0.7375 -0.154 0.389 -0.294 0.366
H 5.3138 -4.6380 -1.9894 0.322 -0.088 0.283 0.332
O -0.0467 0.3304 -0.9168 -0.480 -0.381 -0.181 -0.421
S -0.4287 0.4398 0.4586 0.466 0.442 0.432 1.151
O -1.4917 -0.3365 1.0487 0.574 0.330 -0.642 -0.298
O 0.8732 0.0047 1.3208 0.571 1.846 -0.669 0.296
C 2.1390 0.7664 0.9676 -0.085 -0.599 0.288 1.359
C 3.2292 -0.0297 1.6726 -0.272 0.062 -0.157 -0.835
C -0.7739 2.1620 0.8410 -0.591 -0.919 -0.172 0.642
H 2.1237 1.8086 1.3063 -0.478 -0.257 0.510 -0.213
H 2.2382 0.8743 -0.1036 -0.114 -0.674 -0.351 -0.742
H 3.2455 -1.0766 1.3726 0.073 0.060 -0.439 0.201
H 2.8917 -0.0633 2.6889 0.180 0.069 0.907 -0.592
H 4.2461 0.3923 1.6509 -0.491 0.045 -0.205 0.571
H -1.0669 2.0261 1.8728 0.134 0.725 0.498 0.720
H -1.6902 2.3917 0.2711 0.423 -0.292 0.098 -1.783
H -0.0416 2.9396 0.5957 0.093 -0.607 0.210 -0.072
```
Positions in Å, forces in eV/Å.

Computed properties:
E_HOMO ... -8.4903 eV
Structure (SMILES) ... CN(C)P(=O)(N(C)C)N(C)C.CN(C)P(=O)(N(C)C)N(C)C.CN(C)P(=O)(N(C)C)N(C)C.CN(C)P(=O)(N(C)C)N(C)C.CN(C)P(=O)(N(C)C)N(C)C.CCOS(C)(=O)=O.CCOS(C)(=O)=O.CCOS(C)(=O)=O.CCOS(C)(=O)=O
Strongest force on any atom ... 0.059 Eh/bohr
HOMO-LUMO gap ... 8.41 eV
2S+1 ... 1
Charge ... 0
Energy relative to the best compared isomer or geometry (same formula, charge and spin) ... 0.0 kcal per mole
Calculated total energy ... -7073.49573 hartree

=====

Entry 2:
C4H8N2O | ωB97M-V/def2-TZVPD

The geometry in XYZ format:
```
15
Properties=species:S:1:pos:R:3:forces:R:3:mulliken_charge:R:1
C -2.6167 -0.5480 0.2461 -3.884 -1.750 0.964 -0.333
C -0.5387 0.3416 0.5076 -0.771 -0.481 0.068 0.637
C 0.9183 -1.1267 -0.7117 -1.668 1.499 -0.137 -0.933
C 1.7059 1.1934 0.0977 -1.363 0.218 2.814 -0.909
N -1.4118 -0.7757 0.3019 1.771 -0.239 0.364 -0.380
N 0.7068 0.0737 0.0882 1.139 1.587 0.828 0.045
O -0.9760 1.3114 1.0854 0.717 0.996 0.124 -0.622
H -3.2681 -1.5072 0.3869 0.704 1.855 -0.767 0.210
H -3.1331 0.4313 0.2877 0.553 -0.309 -0.198 0.274
H 0.8490 -0.7445 -1.7383 0.092 -0.835 -0.251 0.282
H 1.9014 -1.4555 -0.5062 0.808 -1.026 0.169 0.338
H 0.0005 -1.7200 -0.4185 1.851 -0.258 -0.809 0.446
H 1.1085 2.1277 0.1266 0.533 -0.470 -0.230 0.335
H 2.4439 1.2774 0.9842 -1.457 -0.724 -0.973 0.219
H 2.3103 1.1211 -0.7376 0.976 -0.063 -1.967 0.392
```
Positions in Å, forces in eV/Å.

Computed properties:
E_HOMO ... -9.3530 eV
Structure (SMILES) ... C=NC(=O)N(C)C
Strongest force on any atom ... 0.085 Eh/bohr
HOMO-LUMO gap ... 10.27 eV
2S+1 ... 1
Charge ... 0
Energy relative to the best compared isomer or geometry (same formula, charge and spin) ... 54.7 kcal per mole
Calculated total energy ... -341.91651 hartree